{
  "formula": "C29H35GaI2N",
  "method": "ωB97M-V with the def2-TZVPD basis set",
  "charge": -1,
  "e_homo_ev": -4.48,
  "largest_force_ha_per_bohr": 0.0175,
  "species": ["C", "N", "C", "Ga", "C", "I", "C", "C", "I", "H", "H", "H", "H", "H", "H", "H", "H", "H", "H", "H", "C", "C", "C", "C", "C", "C", "H", "H", "H", "H", "H", "H", "C", "C", "C", "C", "C", "C", "H", "H", "H", "H", "H", "H", "C", "C", "C", "C", "C", "C", "H", "H", "H", "H", "H", "H", "C", "C", "C", "C", "C", "C", "H", "H", "H", "H", "H", "H"],
  "positions_angstrom": [[-2.27572, 2.04146, -0.98305], [-2.40623, 0.58907, -0.92018], [-1.16589, -0.13666, -1.35081], [-0.05610, -0.56905, 0.31386], [1.93204, 0.01353, 0.15703], [2.55067, 1.24839, -1.48353], [2.90651, -0.29252, 1.01661], [4.36790, 0.06347, 1.01120], [2.43125, -1.38414, 2.77802], [-3.10588, 2.49127, -1.52999], [-2.29058, 2.47385, 0.01555], [-1.35891, 2.34867, -1.48217], [-3.13252, 0.32730, -1.57165], [-0.63579, 0.42247, -2.13020], [-1.51190, -1.06426, -1.80465], [-0.03011, -2.16831, 0.52537], [-0.71071, 0.08797, 1.62024], [4.75177, 0.26174, 0.02075], [4.53607, 0.89915, 1.68809], [4.92711, -0.77069, 1.42997], [-4.52346, -4.81922, -4.10457], [-4.03908, -4.27229, -5.28456], [-3.50633, -2.98983, -5.28835], [-3.45718, -2.25521, -4.11225], [-3.94429, -2.80170, -2.93379], [-4.47608, -4.08195, -2.92925], [-4.93434, -5.82084, -4.09941], [-4.07112, -4.84779, -6.20117], [-3.12562, -2.56414, -6.20791], [-3.03589, -1.25806, -4.10994], [-3.90010, -2.22925, -2.01556], [-4.84952, -4.50573, -2.00555], [0.31633, 6.23024, 1.79396], [1.36239, 5.31923, 1.83532], [1.51095, 4.38339, 0.82055], [0.61500, 4.35863, -0.23701], [-0.43227, 5.26917, -0.27760], [-0.58266, 6.20453, 0.73651], [0.19744, 6.95618, 2.58882], [2.06001, 5.33400, 2.66322], [2.31821, 3.66296, 0.85452], [0.73327, 3.62311, -1.02274], [-1.13702, 5.24395, -1.09921], [-1.40452, 6.90929, 0.70703], [7.47277, 2.35660, 2.00746], [8.33149, 2.79920, 3.00335], [9.68578, 2.50294, 2.93468], [10.18128, 1.76766, 1.86709], [9.32194, 1.32737, 0.86989], [7.96735, 1.61994, 0.94084], [6.41666, 2.58566, 2.05929], [7.94435, 3.37470, 3.83419], [10.35507, 2.84411, 3.71422], [11.23765, 1.53706, 1.81257], [9.70793, 0.75413, 0.03688], [7.29496, 1.27373, 0.16681], [-5.38153, -3.57222, 0.76386], [-4.84150, -3.96325, 1.98045], [-5.57320, -4.78022, 2.83079], [-6.84178, -5.20861, 2.46356], [-7.38046, -4.81792, 1.24576], [-6.65045, -3.99782, 0.39630], [-4.80996, -2.93247, 0.10427], [-3.85141, -3.62982, 2.26203], [-5.15379, -5.08303, 3.78153], [-7.41074, -5.84750, 3.12723], [-8.36944, -5.15221, 0.95858], [-7.07007, -3.68940, -0.55317]],
  "atomic_forces_ev_per_a": [[-0.222, -0.120, 0.323], [0.064, -0.148, -0.750], [-0.189, 0.295, 0.716], [-0.351, -0.254, -0.140], [0.155, -0.398, 0.790], [-0.039, -0.115, -0.072], [-0.056, 0.460, -0.727], [-0.126, -0.558, 0.567], [-0.116, 0.023, -0.066], [-0.126, 0.002, -0.058], [0.206, 0.118, 0.155], [0.237, 0.069, -0.088], [-0.140, 0.052, -0.055], [0.018, 0.080, -0.164], [0.169, -0.263, 0.018], [0.132, 0.009, -0.095], [0.162, 0.199, -0.083], [-0.051, 0.249, -0.231], [0.118, 0.269, -0.085], [0.167, -0.056, -0.022], [0.003, 0.017, -0.015], [0.008, -0.002, -0.008], [-0.015, -0.017, 0.003], [-0.014, 0.049, -0.027], [0.007, 0.054, 0.047], [-0.047, -0.051, 0.030], [-0.002, -0.009, 0.001], [-0.004, -0.002, -0.010], [0.012, 0.001, -0.007], [0.035, -0.002, 0.015], [0.049, 0.010, 0.004], [0.010, -0.025, 0.002], [-0.001, 0.012, 0.007], [0.004, -0.002, -0.005], [0.040, -0.007, 0.044], [-0.060, 0.048, -0.060], [0.010, 0.012, -0.006], [-0.009, 0.005, 0.004], [-0.001, 0.004, 0.006], [0.002, -0.007, 0.012], [-0.005, -0.028, -0.019], [-0.020, 0.017, 0.063], [-0.014, -0.018, -0.005], [-0.003, 0.006, -0.002], [-0.028, 0.025, -0.003], [0.012, 0.001, 0.005], [0.004, 0.003, 0.004], [0.006, 0.000, -0.001], [0.011, -0.003, 0.003], [-0.007, -0.012, -0.025], [-0.013, -0.008, 0.004], [-0.007, -0.002, 0.011], [0.006, 0.007, 0.004], [0.008, -0.004, 0.000], [0.001, -0.011, -0.006], [-0.016, -0.001, 0.001], [0.002, 0.023, -0.045], [0.036, -0.007, 0.031], [-0.014, -0.006, -0.006], [0.003, -0.003, 0.008], [-0.012, -0.008, -0.004], [-0.002, -0.004, -0.003], [0.015, 0.024, 0.021], [0.008, 0.019, -0.009], [0.009, -0.006, 0.007], [-0.006, -0.005, 0.006], [-0.011, 0.001, -0.001], [0.001, 0.003, -0.010]],
  "lowdin_charge": [-0.172, -0.211, -0.364, 0.196, -0.811, 0.776, -0.942, -0.270, 0.759, 0.066, 0.064, 0.049, 0.053, 0.007, 0.013, -0.096, -0.080, 0.001, 0.061, 0.037, -0.101, -0.107, -0.100, -0.089, -0.086, -0.090, 0.096, 0.094, 0.097, 0.100, 0.088, 0.086, -0.111, -0.099, -0.090, -0.109, -0.100, -0.108, 0.093, 0.096, 0.080, 0.030, 0.098, 0.093, -0.089, -0.097, -0.106, -0.106, -0.098, -0.087, 0.097, 0.099, 0.096, 0.095, 0.098, 0.099, -0.090, -0.079, -0.099, -0.108, -0.107, -0.104, 0.092, 0.109, 0.098, 0.094, 0.095, 0.099]
}



{
  "formula": "C2N2",
  "method": "ωB97M-V with the def2-TZVPD basis set",
  "smiles": "N#CC#N",
  "e_homo_ev": -12.83,
  "largest_force_ha_per_bohr": 0.0748,
  "species": ["C", "C", "N", "N"],
  "positions_angstrom": [[-0.70951, 0.09040, 0.00806], [0.72004, -0.04657, 0.03346], [-1.88317, -0.04414, -0.01651], [1.87264, 0.00032, -0.02501]],
  "atomic_forces_ev_per_a": [[-1.963, -1.423, 0.047], [-0.920, 0.936, -0.285], [3.770, 0.772, 0.078], [-0.886, -0.284, 0.160]],
  "lowdin_charge": [-0.169, -0.189, 0.177, 0.181]
}



{
  "formula": "C5H12N2O3",
  "method": "ωB97M-V with the def2-TZVPD basis set",
  "e_homo_ev": [-8.81, -8.81],
  "largest_force_ha_per_bohr": 0.0080,
  "species": ["C", "C", "C", "N", "H", "H", "H", "H", "H", "H", "H", "H", "H", "C", "C", "N", "O", "O", "O", "H", "H", "H"],
  "positions_angstrom": [[-1.95534, -0.37155, 0.06261], [0.23464, 1.96305, 0.99088], [-2.12267, -1.71180, 0.67740], [0.01530, 0.59055, 0.54198], [0.35636, -0.09044, 1.21400], [-2.23350, 0.46326, 0.68989], [-2.23031, -0.24100, -0.97106], [-0.29587, 2.63808, 0.32218], [1.29677, 2.23084, 0.98938], [-0.15866, 2.07823, 2.00235], [-1.87456, -2.50901, -0.01686], [-1.51421, -1.82375, 1.57719], [-3.17084, -1.81164, 0.99596], [0.44519, 0.15582, -0.82624], [2.00902, 0.03476, -0.82338], [2.45409, -1.20948, -0.55108], [0.09108, 1.19570, -1.72404], [-0.17117, -0.98360, -1.03373], [2.71880, 1.01325, -1.00762], [0.88017, 1.74393, -1.85286], [3.44201, -1.39581, -0.61223], [1.78367, -1.95939, -0.64472]],
  "atomic_forces_ev_per_a": [[0.412, 0.033, -0.027], [0.044, -0.078, -0.076], [0.044, -0.056, -0.001], [-0.243, -0.153, -0.217], [0.035, 0.023, -0.059], [-0.009, -0.009, 0.010], [0.028, -0.016, -0.015], [0.011, -0.005, 0.029], [-0.058, -0.011, 0.006], [0.015, -0.012, -0.044], [-0.010, 0.047, 0.014], [-0.025, 0.029, -0.047], [0.075, 0.062, -0.041], [0.196, 0.149, 0.062], [-0.184, 0.157, -0.037], [-0.012, 0.030, -0.005], [0.089, -0.183, 0.222], [-0.183, 0.140, 0.187], [-0.180, -0.221, 0.027], [0.021, -0.062, 0.027], [-0.076, 0.036, -0.005], [0.014, 0.101, -0.008]],
  "lowdin_charge": [0.059, -0.067, -0.115, -0.016, 0.134, 0.080, 0.095, 0.086, 0.087, 0.084, 0.076, 0.080, 0.089, -0.692, -0.446, 0.182, 0.034, -0.101, 0.047, 0.090, 0.114, 0.101]
}



{
  "formula": "C6H13N",
  "method": "ωB97M-V with the def2-TZVPD basis set",
  "smiles": "CC/C(C)=C(/C)N",
  "e_homo_ev": -7.29,
  "largest_force_ha_per_bohr": 0.0737,
  "species": ["C", "C", "N", "C", "C", "C", "C", "H", "H", "H", "H", "H", "H", "H", "H", "H", "H", "H", "H", "H"],
  "positions_angstrom": [[-2.21400, 0.76334, 0.71845], [-1.55453, -0.08989, -0.47109], [1.10876, 1.84505, -0.37836], [1.08885, 0.41098, -0.46686], [-0.01392, -0.39252, -0.25401], [-0.05240, -1.69114, 0.56210], [2.37336, -0.21320, -0.77901], [-1.95883, 0.35795, 1.70903], [-1.91062, 1.78059, 0.55860], [-3.31783, 0.62599, 0.58541], [-1.81890, 0.43113, -1.45977], [-2.05406, -1.08901, -0.43247], [0.44707, 2.04177, 0.34940], [1.95413, 2.22334, 0.11717], [0.74169, -1.89985, 1.36721], [-0.22738, -2.32203, -0.31795], [-0.96358, -1.82488, 1.22287], [2.35847, -1.30432, -0.85171], [3.11735, -0.00346, 0.03231], [2.89637, 0.35017, -1.81133]],
  "atomic_forces_ev_per_a": [[-0.520, -1.889, -1.560], [0.260, 1.309, 0.633], [0.206, 0.116, 0.469], [-1.427, -0.876, 0.661], [-1.608, 1.904, 1.194], [0.506, -0.527, 0.174], [3.389, 1.283, -1.015], [0.166, 0.307, -0.355], [-0.097, 0.581, 0.409], [0.795, 0.577, 0.273], [0.612, -0.773, 1.372], [0.376, 0.815, -0.462], [-0.935, 0.391, -0.092], [-0.410, -1.023, -1.326], [-0.377, 0.060, -2.085], [0.598, -1.608, 0.999], [0.599, 0.843, -1.079], [-0.212, 0.331, -0.466], [-0.230, 0.030, -0.585], [-1.691, -1.851, 2.841]],
  "lowdin_charge": [-0.106, -0.209, 0.065, -0.397, -0.255, -0.104, -0.096, 0.065, 0.041, 0.072, 0.120, 0.087, 0.052, 0.104, 0.101, 0.078, 0.081, 0.065, 0.072, 0.162]
}



{
  "formula": "C2H7N4S",
  "method": "ωB97M-V with the def2-TZVPD basis set",
  "charge": 1,
  "smiles": "[H]/N=C1/CS[NH2+]N1N",
  "e_homo_ev": -14.31,
  "largest_force_ha_per_bohr": 0.0466,
  "species": ["C", "C", "N", "N", "N", "N", "S", "H", "H", "H", "H", "H", "H", "H"],
  "positions_angstrom": [[-0.27566, 0.91325, -0.09841], [1.17963, 1.29210, 0.10035], [-1.15324, 1.78134, -0.09856], [-0.51116, -0.49447, -0.28590], [-1.39683, -1.03719, 0.58940], [0.68423, -1.21511, -0.56004], [2.23227, -0.15914, 0.21187], [1.50075, 1.94149, -0.71618], [1.25359, 1.84679, 1.03517], [-2.11231, 1.51840, -0.27917], [-1.88103, -1.85093, 0.23719], [-1.11622, -1.10654, 1.56373], [0.72334, -2.15046, -0.13213], [0.87263, -1.27952, -1.56733]],
  "atomic_forces_ev_per_a": [[0.139, -0.315, -0.146], [0.449, 0.249, -0.141], [0.005, 0.765, 0.192], [-0.120, -0.154, -0.568], [-0.316, -0.612, 0.420], [2.040, 0.959, 0.808], [-1.601, -1.009, -0.670], [-0.042, -0.096, 0.056], [-0.024, -0.033, 0.007], [-0.127, -0.372, -0.026], [-0.054, 0.158, -0.059], [0.151, 0.047, -0.112], [-0.303, 0.352, -0.016], [-0.197, 0.060, 0.254]],
  "lowdin_charge": [-0.429, -0.417, 0.222, -0.203, 0.096, -0.053, 0.960, 0.095, 0.097, 0.092, 0.116, 0.122, 0.151, 0.152]
}



{
  "formula": "C2H8N3O",
  "method": "ωB97M-V with the def2-TZVPD basis set",
  "charge": 1,
  "e_homo_ev": -14.42,
  "largest_force_ha_per_bohr": 0.0237,
  "species": ["C", "N", "O", "H", "H", "H", "N", "C", "N", "H", "H", "H", "H", "H"],
  "positions_angstrom": [[-0.33005, -1.30277, 1.26087], [-1.21798, -2.13428, 1.79042], [-0.62926, -0.19326, 0.81415], [0.72222, -1.61049, 1.29984], [-0.93805, -2.99750, 2.22901], [-2.09367, -1.75584, 2.12197], [1.43778, 0.63665, -0.69734], [0.78430, 1.39246, -1.55058], [-0.41564, 1.84348, -1.33142], [1.03536, 0.42935, 0.22579], [2.18244, 0.09127, -1.10656], [1.33132, 1.66938, -2.44278], [-0.90059, 2.26432, -2.11067], [-0.96820, 1.66723, -0.50269]],
  "atomic_forces_ev_per_a": [[-0.188, 0.889, 0.181], [-0.128, -0.392, 0.604], [0.210, -0.170, 0.175], [-0.063, -0.457, -0.192], [0.197, 0.052, -0.100], [-0.132, 0.021, -0.402], [0.248, 0.303, -0.433], [0.352, -0.639, 0.979], [-0.520, 0.658, -0.745], [-0.197, -0.251, -0.588], [0.338, 0.236, 0.550], [-0.455, -0.150, -0.356], [0.074, 0.322, 0.193], [0.263, -0.423, 0.133]],
  "lowdin_charge": [-0.372, 0.164, -0.048, 0.139, 0.119, 0.129, 0.179, -0.170, 0.201, 0.093, 0.138, 0.163, 0.142, 0.124]
}



The evaluated M for the records listed, in turn: 721.1, 52.0, 148.2, 99.2, 119.2, 90.1 g mol⁻¹.
The evaluated energy above the lowest of the compared OMol25 structures with the same formula, charge and spin for the records listed, in turn: 0.0000, 0.1486, 3.4584, 2.7792, 2.4778, 0.3508 eV.